1.
This record from the Open Molecules 2025 dataset describes a 5-piece molecular cluster, C2H15NO4 overall. The level of theory is ωB97M-V with the def2-TZVPD basis set.

XYZ file:
```
22
Properties=species:S:1:pos:R:3:forces:R:3
H -0.1795 -1.2803 0.6363 0.181 -0.117 0.601
O -1.4884 0.6890 -2.2750 -2.662 -2.007 -0.157
H 1.7849 -0.3494 -0.1564 -0.772 -0.737 0.252
H -2.3602 -0.7222 0.4972 -0.538 -0.284 -0.835
H -2.3210 0.1577 -1.9154 2.544 1.794 -0.173
O -3.0387 -0.5196 -0.2016 0.311 -0.232 0.161
H 1.6243 1.7072 0.4477 -0.321 -0.061 -0.138
H -0.8515 2.0019 -0.1864 0.001 0.156 0.633
H 1.0453 0.6970 1.7766 0.193 0.784 0.074
N 0.7818 -0.2178 0.0571 1.548 1.316 -1.595
H 3.9151 -1.0893 -0.1281 0.058 -0.578 -0.358
H -1.3690 1.5019 1.4071 0.561 -0.385 0.146
H 0.4422 0.0341 -0.8441 -0.800 -0.240 -1.350
H -1.5665 0.4596 -3.2217 0.414 0.409 0.460
H -3.1800 -1.3386 -0.7037 0.164 0.125 0.677
H -0.2986 2.9145 1.2309 0.112 -0.644 -0.049
H 4.3640 -2.4511 -0.7301 -0.546 0.561 0.054
O -0.7809 -1.7784 1.2644 -0.760 -0.285 0.561
H -0.4564 -1.5652 2.1538 -0.151 -0.124 -0.476
C -0.4983 1.8883 0.8662 -0.190 0.337 -1.898
O 3.6373 -1.7976 -0.7370 0.584 0.056 0.337
C 0.7939 1.0583 0.7623 0.069 0.156 3.071
```
Positions in Å, forces in eV/Å.

Relative energy (zero: lowest compared OMol25 entry of this formula, charge and spin) (kJ/mol): 105.67
SMILES: CCN.O.O.O.O
Net charge: 0

Results of the natural (NBO) charge analysis, in e, for atoms 1 through 4: atom 1 (H): 0.484, atom 2 (O): -0.976, atom 3 (H): 0.372, atom 4 (H): 0.515

=====

2.
This record from the Open Molecules 2025 dataset describes a 5-piece molecular cluster, C2H15NO4S overall. The level of theory is ωB97M-V with the def2-TZVPD basis set.

XYZ file:
```
23
Properties=species:S:1:pos:R:3:forces:R:3
O -2.8991 1.1183 -1.1676 -0.128 0.071 -0.041
H -0.7103 -1.4638 -2.4094 0.080 -0.014 0.045
H 2.0457 -1.8836 -0.4786 -0.251 -0.260 -0.189
H -2.3889 0.3076 -1.3486 0.016 -0.011 -0.271
H 0.9919 2.3252 -1.3845 0.076 0.025 0.236
O 0.8068 2.8496 -0.5939 -0.185 -0.074 -0.195
O -2.2508 0.4741 1.3035 0.283 -0.290 0.640
H -0.0609 -2.5341 1.4487 0.426 -0.014 0.076
N -0.1406 -1.7448 0.8235 -0.322 0.965 -0.184
H -0.9196 -1.3773 -0.8653 0.245 -0.468 -0.101
H -2.6511 0.9915 0.5889 -0.098 0.022 -0.330
C 0.9151 -0.7183 0.9320 -0.421 0.328 0.189
H 1.0282 -0.3448 1.9491 0.443 -0.354 0.406
H 1.5710 3.4224 -0.4952 0.073 0.038 -0.012
H 2.9370 -1.6157 0.9920 -0.271 -0.151 0.262
H 3.2559 0.9362 0.5510 0.068 0.140 -0.007
O -1.3367 -1.2031 -1.7318 -0.302 0.323 0.054
H -2.7306 0.6677 2.1120 -0.039 0.047 -0.042
C 2.2173 -1.1672 0.3115 0.728 0.415 -0.264
H 0.5461 0.2066 0.4621 0.018 -0.525 -0.435
H -0.9726 -1.2400 1.1181 -0.372 -0.180 0.078
S 3.1490 0.1652 -0.5364 -0.135 -0.087 0.128
H -2.4028 1.8285 -1.5811 0.067 0.054 -0.042
```
Positions in Å, forces in eV/Å.

Relative energy (zero: lowest compared OMol25 entry of this formula, charge and spin) (kJ/mol): 0.00
SMILES: NCCS.O.O.O.O
Net charge: 0

Results of the natural (NBO) charge analysis, in e, for atoms 1 through 4: atom 1 (O): -0.975, atom 2 (H): 0.477, atom 3 (H): 0.223, atom 4 (H): 0.510

=====

| no. | lowest unoccupied orbital energy (eV) | calculated total energy (hartree) | orbital gap (eV) |
| --- | --- | --- | --- |
| 1 | 0.49 | -440.88372 | 10.47 |
| 2 | 0.55 | -839.09687 | 9.73 |